(1)
ORCA calculation (wB97M-V/def2-TZVPD) on a structure of composition C15H18AgClN4O6P.

Positions of all 46 atoms, in Å:
Ag1 0.327 -0.101 1.946
Cl1 1.140 3.806 3.852
P1 -0.198 -2.149 0.723
O1 -0.373 2.013 -0.371
O2 3.850 4.496 -1.848
O3 -1.969 0.639 -1.056
O4 -1.635 0.889 1.144
O5 -1.475 3.922 1.341
O6 3.304 5.990 -0.233
N1 -0.703 -4.258 -0.998
N2 1.314 1.649 1.372
N3 -2.319 -2.449 -1.033
N4 -0.120 -2.142 -2.047
C1 0.038 -3.584 -2.072
C2 -1.372 1.184 -0.081
C3 2.658 1.655 1.099
C4 0.490 2.638 0.779
C5 2.551 3.747 -0.054
C6 -2.093 -3.943 -1.108
C7 3.300 4.867 -0.782
C8 -1.982 -1.950 0.346
C9 1.218 3.762 0.147
C10 3.308 2.619 0.419
C11 -1.487 -1.765 -2.153
C12 -0.559 3.247 1.735
C13 -0.371 3.084 3.239
C14 -0.129 -3.959 0.330
C15 0.514 -1.530 -0.873
H1 0.400 -0.443 -0.911
H2 -0.674 -4.521 1.091
H3 -2.266 -0.895 0.424
H4 -1.923 -2.135 -3.083
H5 -2.473 -4.276 -2.074
H6 4.372 2.558 0.239
H7 3.202 0.804 1.501
H8 -2.666 -4.401 -0.302
H9 -0.359 2.034 3.507
H10 -1.202 3.588 3.721
H11 -0.331 -3.963 -3.027
H12 1.094 -3.834 -1.979
H13 0.903 -4.311 0.343
H14 -2.568 -2.542 1.053
H15 1.585 -1.744 -0.883
H16 0.614 4.606 -0.163
H17 -1.639 -0.691 -2.009
H18 -3.295 -2.211 -1.214

- total charge = -1
- orbital gap (eV) = 4.489
- LUMO energy (eV) = 1.1085

Atomic partial charges in e from the Mulliken method, atoms 1 to 2:
1 Ag 0.001
2 Cl -0.213


(2)
ORCA calculation (wB97M-V/def2-TZVPD) on a structure of composition H8LiO8S in a non-equilibrium geometry.

Positions of all 18 atoms, in Å:
S1 12.144 9.833 5.410
O1 12.781 10.531 4.295
O2 11.123 10.741 6.047
O3 13.093 9.965 2.311
O4 11.749 7.890 0.899
O5 12.724 7.583 2.980
O6 10.869 9.200 2.761
O7 13.233 9.469 6.297
O8 11.519 8.702 4.772
Li1 12.297 9.164 3.430
H1 13.485 7.281 2.485
H2 12.591 6.911 3.649
H3 10.136 8.593 2.859
H4 10.465 10.025 2.491
H5 11.425 8.448 1.607
H6 13.924 10.416 2.462
H7 13.123 9.710 1.389
H8 11.193 7.112 0.934

- total charge = -1
- orbital gap (eV) = 5.821
- LUMO energy (eV) = 2.3895

Atomic partial charges in e from the Mulliken method, atoms 1 to 2:
1 S 1.210
2 O -0.804


(3)
ORCA calculation (wB97M-V/def2-TZVPD) on a structure of composition C29H43Cl2F5MnN3O5Si in a non-equilibrium geometry.

Positions of all 89 atoms, in Å:
Mn1 -0.087 -0.085 -0.102
Cl1 1.173 -0.823 -1.740
Cl2 0.727 -1.593 1.301
Si1 -0.554 0.241 -6.599
F1 4.685 -0.107 3.539
F2 2.047 3.641 4.799
F3 0.648 3.446 2.456
F4 3.489 -0.113 1.078
F5 4.049 1.852 5.341
O1 -1.926 -1.547 -0.887
O2 -0.938 1.271 -1.291
O3 -1.389 0.591 1.284
O4 0.491 -0.501 -7.682
O5 1.344 1.570 0.630
N1 -0.921 -3.588 -1.324
N2 -2.057 0.937 3.444
N3 -0.831 3.037 -2.713
C1 3.372 -3.259 -9.951
C2 -0.414 2.085 -6.887
C3 -2.271 -0.353 -7.041
C4 -0.271 2.206 -1.841
C5 3.389 1.777 4.169
C6 -0.072 -4.638 -0.784
C7 3.727 0.794 3.237
C8 -0.083 4.139 -3.309
C9 2.004 1.632 1.718
C10 -1.161 0.565 2.536
C11 -3.463 1.099 3.117
C12 -1.438 -2.647 -0.517
C13 0.404 1.242 -11.606
C14 1.739 -0.139 -8.279
C15 -0.038 -0.297 -4.890
C16 1.677 2.607 2.707
C17 2.368 2.691 3.891
C18 1.551 0.672 -9.563
C19 2.587 1.557 -9.894
C20 -0.974 -3.444 -2.767
C21 -1.686 1.217 4.832
C22 2.531 -2.061 -9.644
C23 2.563 -1.407 -8.474
C24 3.085 0.750 2.020
C25 0.455 0.511 -10.414
C26 -2.221 2.874 -3.121
C27 3.323 -1.865 -7.264
C28 1.456 2.097 -11.952
C29 2.556 2.249 -11.099
H1 -0.613 1.063 4.970
H2 -3.035 0.261 -6.544
H3 2.310 0.492 -7.579
H4 -2.424 -1.397 -6.737
H5 3.574 -2.927 -7.358
H6 1.420 2.651 -12.891
H7 -1.346 -2.892 0.562
H8 4.268 -1.310 -7.145
H9 -3.667 0.651 2.145
H10 -0.460 1.130 -12.262
H11 2.963 -3.790 -10.817
H12 -4.055 0.620 3.904
H13 3.391 2.901 -11.362
H14 -1.188 2.646 -6.342
H15 0.568 2.464 -6.572
H16 -2.721 2.208 -2.416
H17 -0.018 -4.523 0.304
H18 -0.659 0.118 -4.085
H19 0.902 4.193 -2.840
H20 -2.276 2.459 -4.139
H21 -0.620 5.079 -3.141
H22 4.406 -2.983 -10.211
H23 -0.194 0.196 2.924
H24 1.877 -1.703 -10.448
H25 0.797 2.353 -1.606
H26 -3.723 2.164 3.112
H27 -2.694 3.861 -3.136
H28 0.941 -4.581 -1.207
H29 0.996 0.000 -4.679
H30 -0.345 -0.179 -10.136
H31 -0.084 -1.392 -4.803
H32 -0.506 -5.615 -1.031
H33 3.414 -3.964 -9.110
H34 -0.527 2.318 -7.958
H35 -1.937 2.252 5.094
H36 -2.241 0.556 5.508
H37 -1.782 -2.755 -3.022
H38 2.729 -1.711 -6.352
H39 3.416 1.661 -9.191
H40 0.042 3.998 -4.391
H41 -1.165 -4.428 -3.206
H42 -2.442 -0.292 -8.125
H43 -0.022 -3.067 -3.165

- total charge = -1
- multiplicity = 6
- <S²> = 8.754
- orbital gap (spin up / spin down) (eV) = 5.177 / 6.381
- LUMO energy (spin up / spin down) (eV) = 2.1903 / 2.1899

Atomic partial charges in e from the Mulliken method, atoms 1 to 2:
1 Mn 1.092
2 Cl -0.697


Asked for energy above the lowest of the compared OMol25 structures with the same formula, charge and spin across the records above, the calculation gives 82.2 99.9 0.0 kcal per mole in order.